Entry 1:
Below is a structure of composition C46H40Cl5KN11OSbTe, with properties calculated with the ωB97M-V functional and the def2-TZVPD basis.

Computed properties:
HOMO: -7.09 eV
total charge: 0
energy above the lowest of the compared OMol25 structures with the same formula, charge and spin: 26.54 kJ/mol
lowest unoccupied orbital energy: -0.14 eV
gap between HOMO and LUMO: 6.95 eV
molecular weight: 1228.62 g mol⁻¹

Positions of all 106 atoms, in Å:
Te: 0.632786 3.454209 0.711042
Sb: -5.371753 -0.984027 0.609685
K: -2.337738 1.894613 0.370336
Cl: -0.016285 4.281940 -2.921482
Cl: 0.586087 7.289296 -2.596781
Cl: -3.633101 4.552321 1.056605
Cl: -2.987170 7.570919 1.424865
Cl: -0.907893 8.960360 -0.430506
O: 4.062514 -3.416710 -1.278675
N: 1.255439 -3.270979 3.410882
N: 2.486464 -2.842425 3.755479
N: 5.081378 -5.339478 -1.576067
N: 0.738455 1.334199 -1.387036
N: 4.720102 -4.857940 -2.796600
N: -2.435968 -1.361030 -0.140602
N: -4.567009 1.255223 -1.208351
N: 1.748168 1.049842 -3.287884
N: 1.379625 -1.038277 3.253951
N: 0.484274 0.645678 -3.507318
N: -3.648364 0.508088 2.615109
C: 4.114297 -4.061063 1.712564
C: -4.347084 -0.617232 2.471937
C: 3.122536 -2.547920 -5.982914
C: 3.653607 -2.834519 -3.664997
C: 3.494014 -3.779705 4.168938
C: -2.434095 5.295175 0.021632
C: 2.538975 -1.504871 3.657443
C: 3.492285 -3.368834 -4.943201
C: -4.477152 -1.552166 3.491441
C: -3.161632 -0.112010 4.862550
C: -1.557021 -2.891618 -1.749071
C: 6.088820 -5.319855 1.113434
C: 4.703382 -4.471957 -0.695476
C: 0.625384 -2.157710 3.120308
C: -2.182697 6.653405 0.196890
C: 4.958717 -4.593656 0.739200
C: -6.631243 3.011751 -0.658453
C: 2.911470 -1.197599 -5.769943
C: 3.427409 -1.470232 -3.439648
C: -2.243234 2.022864 3.885220
C: -1.236844 7.277180 -0.608330
C: -6.455815 1.869751 0.112813
C: -5.417039 1.009104 -0.209988
C: -5.772034 3.246145 -1.715796
C: -0.004300 -1.591798 -0.285665
C: -4.725572 2.355018 -1.951591
C: 0.645360 5.069207 2.136436
C: 1.880069 1.450027 -2.016172
C: 1.842316 2.228720 2.008567
C: -0.853799 5.162216 -1.664148
C: -3.738082 2.598605 -3.053194
C: -3.668870 -1.750574 -0.475381
C: -3.053286 0.764526 3.784269
C: 4.121342 -3.727644 -2.606816
C: 2.762208 0.835215 -4.296791
C: 4.394926 -4.269947 3.056770
C: -1.780139 4.458727 -0.883327
C: -2.832322 -3.292828 -2.097293
C: -0.568880 6.521455 -1.565192
C: 5.526646 -4.992159 3.418091
C: -1.391576 -1.934862 -0.746529
C: -3.870004 -1.290995 4.710961
C: -0.090197 0.850416 -2.344620
C: 3.052894 -0.644308 -4.507039
C: -3.910195 -2.725104 -1.433302
C: 6.372048 -5.507935 2.453071
H: 3.661538 1.360731 -3.976785
H: 7.259045 -6.054645 2.744509
H: 2.400610 1.271766 -5.225888
H: 0.358171 -2.403791 0.350628
H: -0.398619 -2.138358 2.785042
H: -4.926049 -3.030844 -1.649350
H: 0.403936 4.701412 3.132742
H: 2.892882 2.515757 1.979857
H: 3.562785 -1.064128 -2.443483
H: 3.240142 -3.494411 1.415612
H: 1.481205 2.301548 3.033715
H: 6.720684 -5.730282 0.338763
H: -3.062412 1.750984 -3.143061
H: -0.686892 -3.315965 -2.233667
H: -1.980323 2.228337 4.921433
H: -0.106109 5.800496 1.841457
H: 2.991438 -2.960382 -6.974538
H: 3.685510 -4.421311 -5.098133
H: -1.320026 1.895691 3.312856
H: -7.446003 3.694008 -0.451902
H: -3.151548 3.490849 -2.826692
H: 2.795797 1.834349 -1.593815
H: 0.015592 -0.667748 0.286613
H: 1.734566 1.200621 1.665447
H: 4.100617 -3.322248 4.950797
H: 2.622176 -0.561241 -6.597694
H: -2.793102 2.870570 3.474540
H: 3.420640 -0.922095 3.876010
H: -1.132483 0.626149 -2.177266
H: -2.983922 -4.045503 -2.860484
H: 0.669966 -1.510646 -1.138646
H: -2.686598 0.129864 5.803990
H: -4.249684 2.756457 -4.004311
H: 5.745818 -5.150439 4.468315
H: 1.620358 5.551239 2.152380
H: -7.123444 1.640389 0.934141
H: -3.950249 -1.995529 5.529237
H: -5.903232 4.104660 -2.361145
H: 2.966026 -4.632318 4.595467
H: -5.044414 -2.460222 3.329000

Forces on atoms 1 to 3 (eV/Å):
0.5 0.2 0.9
0.0 -0.1 0.1
0.1 -0.4 -0.1

Entry 2:
Below is a structure of composition C22H30F7IN2O5PS, with properties calculated with the ωB97M-V functional and the def2-TZVPD basis.

Computed properties:
HOMO: -11.36 eV
total charge: +1
lowest unoccupied orbital energy: -2.74 eV
gap between HOMO and LUMO: 8.62 eV
molecular weight: 725.42 g mol⁻¹

Positions of all 69 atoms, in Å:
I: -0.332420 -2.840078 -2.818115
S: -1.424769 2.300110 -1.348085
P: 2.168155 -0.724154 -2.709919
F: 3.221185 -1.990828 -0.245584
F: 1.880946 -3.590588 -0.841984
F: 3.385224 -3.293338 1.843507
F: -2.710002 1.861845 0.944067
F: -3.972116 2.427810 -0.732086
F: 1.571540 -4.453180 1.409670
F: -2.710075 3.922991 0.227545
O: 2.787763 -2.207176 -2.985257
O: -2.064124 1.939109 -2.563312
O: 3.562831 0.836318 -0.339393
O: -0.453145 3.331401 -1.335227
O: -1.560449 -1.577711 0.065364
N: 1.374236 -0.381196 -4.180494
N: -0.674980 0.798393 -0.667951
C: -3.571669 -2.219365 -1.039448
C: -0.382628 -2.329030 0.367816
C: 0.271552 2.129435 1.316809
C: 0.867014 -1.557042 -0.168096
C: 1.486505 3.032885 1.625842
C: -2.752137 -2.297494 0.065539
C: -4.774949 -2.893662 -1.035793
C: 2.156395 3.780347 0.462602
C: 3.462002 0.679685 0.845657
C: 0.620348 -1.194237 -1.675087
C: -4.318337 -3.716718 1.161541
C: -3.118073 -3.039767 1.170843
C: -0.305059 1.598690 2.650319
C: 2.088158 -3.214539 1.456377
C: -2.830048 2.655169 -0.124272
C: 2.028365 -2.561102 0.020626
C: 2.346681 -0.058853 1.536977
C: 0.516033 1.048008 0.248967
C: 1.655039 5.222932 0.264030
C: 1.014394 -0.302790 0.802217
C: -5.152226 -3.649926 0.058771
C: -0.316286 0.000087 -1.898876
H: 1.201720 5.627193 1.166903
H: -1.251306 -0.336677 -2.323200
H: -5.423858 -2.842637 -1.897874
H: 1.076772 3.799217 2.287023
H: 1.762590 0.463472 -4.579969
H: -4.623713 -4.296840 2.019992
H: 1.570991 -2.628576 2.215719
H: 4.207489 1.121296 1.532421
H: -0.977990 2.342822 3.073447
H: -3.284819 -1.639149 -1.906050
H: 0.319605 -0.545396 1.601908
H: 0.973877 5.308070 -0.577896
H: 2.500930 5.865726 0.022634
H: 3.219842 3.841324 0.693522
H: -1.422590 0.350788 -0.115633
H: -6.085900 -4.191970 0.062069
H: 2.094838 3.250456 -0.486107
H: 0.149009 0.719160 -2.570928
H: -2.481398 -3.072608 2.044237
H: -0.328685 -2.381443 1.456397
H: 0.467505 1.420788 3.395650
H: -0.455000 -3.350376 0.001272
H: 1.377678 -1.131055 -4.861627
H: 1.292703 1.413537 -0.426460
H: 2.137031 0.518486 2.438010
H: 3.320506 -2.183592 -3.789307
H: -0.480599 2.844237 0.999611
H: 2.227478 2.513073 2.230509
H: -0.911439 0.700637 2.526078
H: 2.785862 -0.972404 1.931541

Forces on atoms 1 to 3 (eV/Å):
0.0 0.1 0.2
-0.3 0.8 -1.0
0.0 0.6 0.2

Entry 3:
Below is a structure of composition C8H16N3S, with properties calculated with the ωB97M-V functional and the def2-TZVPD basis.

Computed properties:
HOMO: -12.54 eV
total charge: +1
energy above the lowest of the compared OMol25 structures with the same formula, charge and spin: 203.96 kJ/mol
lowest unoccupied orbital energy: -4.79 eV
gap between HOMO and LUMO: 7.75 eV
molecular weight: 186.30 g mol⁻¹

Positions of all 28 atoms, in Å:
S: -1.294393 -1.672378 -3.942084
N: 1.070592 2.593006 -2.977924
N: -0.051540 -0.400331 -1.350140
N: -0.041162 0.737004 -3.612260
C: -0.406439 -1.692551 0.691947
C: 0.495247 0.111371 4.057812
C: 0.402978 1.546966 -2.612931
C: -1.166005 -1.025640 -0.576588
C: -0.462586 -0.504044 -3.262694
C: 0.114412 -1.108212 3.173405
C: 0.110729 -0.703161 1.703922
C: 0.165661 0.977617 -1.292074
H: 0.561917 0.132022 5.154759
H: 0.376073 -2.398856 0.296296
H: -0.424895 0.310533 1.570232
H: 1.437567 2.657131 -3.918157
H: -0.361565 0.721446 3.817426
H: -0.087430 1.006240 -4.676243
H: -1.267504 -2.305030 1.274925
H: 0.906836 -1.846009 3.282776
H: -1.894995 -0.250797 -0.353318
H: 1.502882 0.607167 3.800168
H: -0.625277 1.440709 -0.663577
H: 1.127148 -0.298607 1.530555
H: -0.906116 -1.443086 3.383996
H: 1.123867 1.234143 -0.866083
H: 1.305028 3.397247 -2.413653
H: -1.711031 -1.823900 -1.220491

Forces on atoms 1 to 3 (eV/Å):
0.9 0.8 0.3
0.7 1.3 -0.2
-1.3 -2.2 -4.7